Record 1
{
  "formula": "C6H14O2",
  "method": "ωB97M-V with the def2-TZVPD basis set",
  "species": ["C", "C", "C", "C", "C", "C", "H", "H", "H", "H", "H", "H", "H", "H", "H", "H", "O", "H", "H", "O", "H", "H"],
  "xyz": [[-1.9839, 0.7304, 0.7563], [-0.7484, 0.0818, 1.3709], [-0.3058, -1.1252, 0.9528], [1.0298, -1.6420, 1.2075], [1.4055, -2.8734, 0.8509], [2.7474, -3.4780, 0.8240], [-2.1220, 0.3931, -0.3169], [-1.9518, 1.8336, 0.6960], [-2.7267, 0.4043, 1.5274], [-0.0859, 0.7460, 1.9041], [-0.9646, -1.7154, 0.3426], [1.9078, -0.9573, 1.4602], [0.6046, -3.4427, 0.3203], [3.0291, -3.4991, -0.2138], [3.4722, -2.7827, 1.3864], [2.7046, -4.5164, 1.2401], [-3.0485, 1.0312, -4.8082], [-2.6737, 0.2656, -4.3358], [-3.2876, 0.8382, -5.7161], [1.4303, 5.5106, 0.4719], [0.6825, 5.1396, 0.9543], [1.5409, 4.8228, -0.1943]],
  "lowdin_charge": [-0.116, -0.169, -0.149, -0.148, -0.217, -0.119, 0.085, 0.063, 0.082, 0.091, 0.101, 0.132, 0.113, 0.063, 0.102, 0.086, -0.070, 0.042, 0.028, -0.061, 0.029, 0.032],
  "homo_lumo_gap_ha": 0.325,
  "multiplicity": 1,
  "relative_energy_ev": 2.537,
  "smiles": "C/C=C/C=C/C.O.O",
  "total_charge": 0,
  "homo_ev": -8.302,
  "e_tot_ev": -10542.079
}

=====

Record 2
{
  "formula": "C6H14O2",
  "method": "ωB97M-V with the def2-TZVPD basis set",
  "species": ["C", "C", "C", "C", "C", "C", "H", "H", "H", "H", "H", "H", "H", "H", "H", "H", "H", "H", "O", "H", "H", "O"],
  "xyz": [[3.0852, -0.9852, 0.2828], [2.5589, 0.4057, 0.6253], [1.2318, 0.6079, -0.0897], [1.1287, 1.4149, -1.1596], [-1.1831, -0.1255, -0.1952], [0.1272, -0.1838, 0.3424], [3.1345, -1.0569, -0.8046], [4.0427, -1.2490, 0.7113], [2.3350, -1.7287, 0.5702], [2.3919, 0.5098, 1.7052], [3.2690, 1.1570, 0.2944], [0.2030, 1.4858, -1.7118], [1.9315, 2.0851, -1.4185], [-1.6694, 0.8013, 0.1616], [-1.8170, -0.9710, 0.0850], [0.2527, -0.5432, 1.3624], [-4.5214, -0.8790, 1.5798], [-1.1723, -0.0265, -1.2808], [-3.6349, -0.7896, 1.2275], [-3.7273, -0.3573, 0.2289], [-4.3925, 0.1590, -1.5039], [-3.5742, 0.2693, -1.0126]],
  "lowdin_charge": [-0.087, -0.212, -0.285, 0.196, -0.094, 0.080, 0.083, 0.076, 0.077, 0.119, 0.108, 0.093, 0.092, 0.153, 0.090, 0.148, -0.014, 0.097, -0.232, -0.050, -0.061, -0.378],
  "homo_lumo_gap_ha": 0.163,
  "multiplicity": 1,
  "relative_energy_ev": 5.552,
  "total_charge": 0,
  "homo_ev": -7.507,
  "e_tot_ev": -10539.065
}

=====

Record 3
{
  "formula": "C6H14O3Sn",
  "method": "ωB97M-V with the def2-TZVPD basis set",
  "species": ["H", "C", "O", "C", "H", "H", "H", "H", "Sn", "C", "O", "C", "C", "O", "C", "H", "H", "H", "H", "H", "H", "H", "H", "H"],
  "xyz": [[-0.9926, 0.2480, -2.9615], [1.6879, -2.0834, -2.0005], [1.4212, -2.4484, -0.7392], [2.0210, -1.7007, 0.3187], [2.6591, -1.6056, -2.1926], [1.2600, -2.7646, -2.7399], [2.2816, -2.4128, 1.1095], [2.9314, -1.2080, -0.0471], [0.2816, -0.1358, -1.9850], [1.0493, -0.6852, 0.8817], [0.6999, 0.2715, -0.1276], [0.3611, 1.5897, 0.3417], [-1.1252, 1.8517, 0.3851], [-1.7145, 1.0980, 1.4091], [-3.0558, 0.7602, 1.1530], [1.5365, -0.1633, 1.7160], [0.1395, -1.1718, 1.2529], [0.8337, 2.2919, -0.3568], [0.8150, 1.7301, 1.3324], [-1.5783, 1.6100, -0.5955], [-1.2704, 2.9335, 0.5623], [-3.4170, 0.1696, 2.0026], [-3.6788, 1.6650, 1.0495], [-3.1459, 0.1604, 0.2313]],
  "lowdin_charge": [-0.119, -0.218, -0.217, -0.146, 0.076, 0.084, 0.154, 0.144, 1.270, -0.119, -0.426, -0.154, -0.220, -0.175, -0.087, 0.153, 0.155, 0.134, 0.153, 0.103, 0.156, 0.103, 0.104, 0.094],
  "homo_lumo_gap_ha": [0.253, 0.295],
  "multiplicity": 2,
  "relative_energy_ev": 1.773,
  "total_charge": 1,
  "homo_ev": [-10.965, -12.587],
  "e_tot_ev": -18411.042
}